Formula: C35H34As2BrINO2V
Source: the OMol25 dataset
Level of theory: the ωB97M-V functional and the def2-TZVPD basis

XYZ file:
```
77
Properties=species:S:1:pos:R:3:forces:R:3
V -0.912 -0.237 0.715 0.230 -0.438 0.379
N -0.745 -1.150 2.800 0.090 -0.008 0.010
C -1.250 -0.305 3.913 -0.058 0.082 -0.042
C -2.651 0.206 3.540 0.013 -0.056 -0.071
C -2.480 0.567 2.087 0.125 0.241 0.170
O -1.634 1.455 1.779 0.063 0.157 0.073
O -2.894 -0.239 1.189 -0.212 -0.056 -0.283
H -1.325 -1.984 2.723 0.041 -0.029 0.008
H 0.193 -1.477 3.009 -0.015 -0.044 0.022
H -0.577 0.547 3.994 0.009 -0.002 0.039
H -1.255 -0.847 4.858 -0.043 -0.017 0.005
H -2.919 1.063 4.153 0.025 0.032 -0.017
H -3.404 -0.574 3.642 -0.013 0.010 0.015
C 1.868 -0.685 -1.505 0.077 -0.016 0.088
C 1.579 0.746 -1.942 -0.144 0.090 -0.108
As -0.086 1.427 -1.121 0.082 -0.203 0.011
C 0.409 3.205 -0.565 -0.115 0.091 0.081
C 0.679 3.414 0.783 -0.038 0.036 -0.058
C 1.072 4.669 1.223 -0.010 -0.014 0.003
C 1.177 5.718 0.322 0.005 0.015 -0.003
C 0.878 5.516 -1.019 0.002 0.005 -0.016
C 0.489 4.262 -1.465 0.089 -0.016 -0.011
C -1.310 1.722 -2.586 -0.021 -0.032 -0.027
C -2.668 1.646 -2.283 -0.020 0.073 0.048
C -3.618 1.864 -3.271 0.005 -0.002 -0.009
C -3.216 2.155 -4.567 0.009 -0.001 -0.004
C -1.864 2.236 -4.872 -0.008 0.001 -0.004
C -0.913 2.022 -3.885 0.028 -0.049 0.001
As 1.743 -0.824 0.450 -0.387 0.103 -0.346
C 3.326 0.144 0.993 -0.007 -0.006 0.073
C 4.567 -0.195 0.459 0.015 -0.007 -0.001
C 5.697 0.518 0.825 -0.001 0.008 0.009
C 5.593 1.569 1.730 -0.006 -0.005 -0.004
C 4.363 1.898 2.276 0.013 -0.003 0.004
C 3.230 1.182 1.910 -0.051 0.018 0.023
C 2.271 -2.654 0.802 0.050 -0.007 -0.064
C 2.232 -3.637 -0.183 -0.008 0.007 0.002
C 2.552 -4.952 0.130 0.007 -0.018 0.020
C 2.916 -5.291 1.424 -0.003 -0.002 -0.011
C 2.968 -4.312 2.408 -0.005 0.020 0.007
C 2.647 -2.999 2.098 -0.019 -0.020 0.032
H 2.849 -1.015 -1.850 0.014 0.007 0.008
H 1.116 -1.360 -1.916 0.020 -0.027 -0.001
H 1.473 0.786 -3.026 0.039 0.049 -0.007
H 2.380 1.431 -1.660 0.009 -0.023 0.063
H 0.537 2.603 1.485 0.020 0.007 0.023
H 1.277 4.834 2.274 -0.001 -0.001 -0.003
H 1.476 6.700 0.665 0.000 -0.006 0.003
H 0.943 6.339 -1.719 0.000 0.000 0.005
H 0.247 4.119 -2.511 -0.011 -0.012 0.000
H -2.989 1.441 -1.266 0.005 -0.026 -0.011
H -4.671 1.814 -3.027 0.002 0.007 0.003
H -3.954 2.324 -5.339 0.000 0.000 0.003
H -1.549 2.469 -5.881 -0.002 -0.002 0.002
H 0.138 2.093 -4.140 -0.002 0.001 -0.004
H 4.660 -1.025 -0.233 -0.013 0.002 -0.007
H 6.660 0.253 0.409 -0.004 0.003 0.001
H 6.477 2.126 2.012 -0.005 -0.001 0.003
H 4.282 2.710 2.987 0.004 -0.003 -0.001
H 2.269 1.439 2.342 0.006 -0.003 -0.034
H 1.966 -3.388 -1.204 -0.002 0.004 0.003
H 2.523 -5.710 -0.642 0.001 0.003 0.001
H 3.168 -6.315 1.666 -0.002 0.002 -0.003
H 3.267 -4.570 3.416 0.000 -0.004 -0.004
H 2.720 -2.238 2.869 0.002 0.016 -0.008
Br -3.391 -5.443 0.544 -0.002 0.003 0.001
C -4.065 -3.959 -0.408 -0.008 0.037 0.032
C -5.412 -3.952 -0.744 0.005 0.001 0.003
C -5.948 -2.880 -1.438 0.013 0.014 -0.005
C -5.143 -1.811 -1.802 -0.035 -0.013 0.005
C -3.800 -1.813 -1.470 0.093 0.027 -0.023
C -3.264 -2.884 -0.771 -0.055 -0.073 0.061
I -1.216 -2.873 -0.331 0.117 0.067 -0.144
H -6.033 -4.790 -0.459 0.002 0.000 0.000
H -6.998 -2.886 -1.696 0.002 0.002 -0.001
H -5.555 -0.974 -2.349 0.002 0.000 -0.001
H -3.167 -0.985 -1.759 -0.009 0.002 -0.009
```
Positions in Å, forces in eV/Å.

Results
ΔE to the lowest compared entry with this formula, charge and spin = 0.177 eV
Gap between HOMO and LUMO (spin up / spin down) = 8.0 / 7.4 eV
Multiplicity = 2
Total charge = +1